(1)
Molecular formula: C10H20N4
Method: DFT, wB97M-V/def2-TZVPD

Element x y z (Å)
H (-1.3791, 0.2055, -0.6501)
N (-2.2272, 0.8074, -0.9341)
C (-3.0478, -0.1016, -1.3130)
N (-4.3268, 0.1349, -1.7431)
N (-2.8521, -1.4124, -1.1076)
C (-2.0301, -1.8947, 0.0088)
C (-0.4962, -2.0265, -0.1422)
N (0.1018, -0.6888, 0.0425)
C (1.1444, -0.4665, -0.9178)
C (1.7033, 1.0116, -0.8993)
C (1.9777, 1.3071, 0.5479)
C (0.8315, 0.9628, 1.5485)
C (0.4214, -0.5212, 1.4293)
C (2.8518, 2.5198, 0.8661)
C (3.4205, 1.1396, 0.9280)
H (-4.9550, -0.6171, -1.7204)
H (-4.6078, 1.0672, -1.5431)
H (-3.5401, -2.0164, -1.5024)
H (-2.4843, -2.8875, 0.4560)
H (-2.3250, -1.1520, 0.7855)
H (-0.2280, -2.3950, -1.1443)
H (0.0530, -2.7446, 0.5507)
H (2.0308, -1.0813, -0.7001)
H (0.8104, -0.6470, -1.9418)
H (2.5801, 0.9852, -1.5309)
H (0.8924, 1.7608, -1.1935)
H (1.2813, 1.1671, 2.5221)
H (-0.0385, 1.5397, 1.3216)
H (1.1282, -1.0825, 1.8902)
H (-0.5156, -0.7777, 2.0320)
H (2.8006, 3.1175, 1.8493)
H (3.1929, 3.0286, 0.0345)
H (3.6370, 0.7070, 1.9574)
H (4.1944, 1.0510, 0.2131)

Values from the calculation:
**Total charge**: 0
**Frontier orbital gap**: 9.2220 eV
**Energy above the lowest of the compared OMol25 structures with the same formula, charge and spin**: 1.467 eV
**Largest force on an atom**: 0.08917 Eh/bohr
**Highest occupied orbital energy**: -8.39 eV

Results of the Mulliken charge analysis, in e, for atoms 1 through 5:
1. H 0.544
2. N -0.881
3. C 0.393
4. N -0.465
5. N -0.229



(2)
Molecular formula: C10H20N4O3P
Method: DFT, wB97M-V/def2-TZVPD

Element x y z (Å)
C (2.4341, 0.7490, -2.8073)
P (0.7619, 1.3526, -2.2778)
C (0.7543, 0.8288, -0.4924)
N (-0.2875, 0.1007, -3.0619)
C (-1.5169, -0.0355, -2.7210)
N (-2.1281, 0.7636, -1.7759)
C (-3.5931, 0.6232, -2.0425)
C (-3.6467, -0.8300, -2.5316)
O (-4.7303, -1.0149, -3.4479)
C (-5.1719, -2.2433, -3.3812)
N (-5.7885, -3.2003, -3.2031)
N (-2.3896, -0.9715, -3.3135)
H (2.4908, 0.5730, -3.8761)
H (3.1392, 1.5052, -2.4691)
H (2.6472, -0.1553, -2.2337)
H (1.7314, 1.0367, -0.0684)
H (0.5129, -0.2386, -0.4697)
H (-0.0561, 1.3590, -0.0010)
H (0.0544, -0.5096, -3.7967)
H (-1.9517, 0.4552, -0.8249)
H (-3.8810, 1.3428, -2.7997)
H (-4.0931, 0.6731, -1.0825)
H (-3.6920, -1.4770, -1.6568)
H (-1.9646, -1.8629, -3.0500)
O (-0.4267, 0.8826, 3.2496)
C (0.6274, 0.3921, 3.5550)
O (1.4833, 1.0896, 4.3096)
C (2.6814, 0.5368, 4.8696)
C (3.8353, 0.5984, 3.8909)
C (1.0331, -0.9591, 3.0163)
H (2.5039, -0.4726, 5.2425)
H (2.9043, 1.1543, 5.7372)
H (3.6395, 0.0006, 2.9992)
H (4.7498, 0.2309, 4.3558)
H (3.9971, 1.6256, 3.5635)
H (1.4489, -0.8218, 2.0184)
H (0.1410, -1.5778, 2.9478)
H (1.7466, -1.5036, 3.6296)

Values from the calculation:
**Total charge**: +1
**Frontier orbital gap**: 8.8471 eV
**Largest force on an atom**: 0.04060 Eh/bohr
**Highest occupied orbital energy**: -12.68 eV

Results of the Mulliken charge analysis, in e, for atoms 1 through 5:
1. C -1.060
2. P 0.152
3. C -1.228
4. N -0.114
5. C 0.270



(3)
Molecular formula: C10H20NO5PS2
Method: DFT, wB97M-V/def2-TZVPD

Element x y z (Å)
C (-4.6065, -2.4236, -0.0594)
C (-3.3066, -1.7936, 0.5380)
H (-3.5093, -1.5310, 1.5758)
H (-2.5008, -2.4180, 0.3991)
O (-3.1099, -0.7031, -0.2117)
C (-3.7488, 0.4769, 0.4945)
O (-4.6059, 0.4701, 1.4842)
C (-3.1655, 1.8409, -0.3628)
N (-2.2318, 1.5511, -1.3658)
C (-0.8324, 1.3537, -0.9706)
O (-0.4489, 1.9488, 0.1125)
C (-0.1266, 0.9129, -2.1798)
H (-0.2502, -0.4206, -2.3248)
H (-0.1355, 1.4452, -2.9761)
S (1.7144, 0.9363, -1.7539)
P (1.5098, -0.1465, 0.3615)
S (0.2118, -1.6251, 0.3366)
O (1.6359, 0.7323, 1.6045)
C (2.8418, 1.7823, 1.8009)
C (2.5927, 3.0451, 1.2468)
H (1.5557, 3.3608, 1.1159)
H (3.1845, 3.8172, 1.7256)
H (2.8629, 2.9892, 0.1338)
H (3.6343, 1.2423, 1.8381)
H (2.6201, 1.9906, 2.7007)
O (3.1495, -0.7248, 0.2620)
C (3.4300, -2.0022, -0.5989)
C (4.6708, -2.3585, -0.0508)
H (4.8468, -3.3737, -0.5602)
H (4.4337, -2.9549, 1.0371)
H (5.4728, -1.7112, 0.0226)
H (2.5396, -2.5328, -0.8027)
H (3.6691, -1.3691, -1.5694)
H (-2.5454, 0.9189, -2.1104)
H (-2.6760, 2.3488, 0.5329)
H (-3.9330, 2.6025, -0.6123)
H (-4.4356, -2.5450, -1.3782)
H (-5.5407, -1.7799, 0.2498)
H (-4.8669, -3.3524, 0.3151)

Values from the calculation:
**Total charge**: 0
**Frontier orbital gap**: 9.0498 eV
**Energy above the lowest of the compared OMol25 structures with the same formula, charge and spin**: 9.796 eV
**Largest force on an atom**: 0.21976 Eh/bohr
**Highest occupied orbital energy**: -8.92 eV

Results of the Mulliken charge analysis, in e, for atoms 1 through 5:
1. C -1.029
2. C -0.346
3. H 0.366
4. H 0.315
5. O -0.189



(4)
Molecular formula: C10H20O16PbS3
Method: DFT, wB97M-V/def2-TZVPD

Element x y z (Å)
Pb (0.3848, -1.8314, 0.0404)
O (2.0649, -0.6636, 1.8227)
C (2.4878, -1.6276, 2.7215)
C (1.7852, -3.0910, 2.8208)
O (0.4861, -3.4497, 2.2076)
H (2.4520, -1.2653, 3.7489)
H (3.5616, -1.6225, 2.5339)
H (1.7630, -3.4016, 3.8653)
H (2.5265, -3.8219, 2.4976)
O (-3.1777, -2.6022, 2.9683)
C (-3.3819, -1.1910, 3.0593)
C (-2.4246, -0.3586, 2.0643)
O (-1.0054, -0.5894, 2.2338)
H (-3.1916, -0.8188, 4.0660)
H (-4.4437, -0.9711, 2.9485)
H (-2.7380, 0.6840, 2.1181)
H (-2.6970, -0.6496, 1.0498)
C (1.8144, 2.9444, 1.3454)
C (2.2504, 3.6597, 0.0471)
O (1.7710, 2.7069, -0.8903)
S (0.2551, 2.0498, -0.3692)
O (0.1603, 0.6312, -0.7213)
O (-0.8675, 2.9732, -0.6519)
O (0.6457, 2.1992, 1.1934)
H (1.5478, 3.5747, 2.1939)
H (2.6824, 2.3203, 1.5576)
H (3.3098, 3.9136, 0.0098)
H (1.7359, 4.6151, -0.0553)
C (3.5300, -0.7995, -1.5089)
C (4.0109, 0.0621, -2.7776)
O (3.2790, -0.4778, -3.7941)
S (1.8186, -1.1545, -3.3316)
O (1.7682, -2.5004, -3.9452)
O (0.6859, -0.3010, -3.7089)
O (2.1399, -1.0987, -1.7075)
H (3.4346, -0.0891, -0.6877)
H (4.1353, -1.6376, -1.1635)
H (5.0512, -0.1614, -3.0137)
H (3.7553, 1.1212, -2.7423)
C (-4.1234, 1.2429, -1.2860)
C (-5.0146, -0.0358, -1.1231)
O (-4.2147, -1.0631, -1.6835)
S (-2.7200, -0.4840, -2.3515)
O (-3.1185, -0.2331, -3.7367)
O (-1.4632, -1.1334, -2.0384)
O (-2.8128, 0.8694, -1.4921)
H (-4.2164, 1.9066, -0.4264)
H (-4.4631, 1.7851, -2.1685)
H (-5.9545, 0.1033, -1.6572)
H (-5.2651, -0.2376, -0.0817)

Values from the calculation:
**Total charge**: -1
**Frontier orbital gap (spin up / spin down)**: 5.4153 / 5.4121 eV
**Multiplicity**: 2
**Largest force on an atom**: 0.12195 Eh/bohr
**Highest occupied orbital energy (spin up / spin down)**: -3.34 / -3.34 eV

Results of the Mulliken charge analysis, in e, for atoms 1 through 5:
1. Pb 1.069
2. O -0.456
3. C -0.617
4. C -0.634
5. O -0.759



(5)
Molecular formula: C10H20O3
Method: DFT, wB97M-V/def2-TZVPD

Element x y z (Å)
O (2.4643, 0.5700, -2.3922)
C (2.1367, 1.7614, -2.3945)
O (3.0461, 2.8782, -2.4461)
C (2.4858, 4.0525, -1.7637)
C (1.1372, 3.4911, -1.0608)
C (0.7279, 2.5058, -2.2899)
O (-0.4755, 1.7553, -2.1055)
H (3.1694, 4.6333, -1.0653)
H (2.2073, 4.8514, -2.5494)
H (1.4784, 2.7145, -0.2774)
H (0.3718, 4.2491, -0.7055)
H (0.7393, 3.2511, -3.1657)
H (-1.2303, 2.3870, -2.0277)
C (0.3945, -0.9120, -0.5745)
C (-0.1459, -0.6094, 0.8167)
C (0.0783, -1.7469, 1.8146)
C (-0.6171, -3.0666, 1.4691)
C (-2.1352, -2.9814, 1.3031)
C (-2.8579, -2.5483, 2.5721)
H (-0.1095, -1.7706, -1.0251)
H (0.2383, -0.0574, -1.2310)
H (1.4666, -1.1195, -0.5390)
H (-1.2112, -0.3623, 0.7518)
H (0.3543, 0.2882, 1.1971)
H (-0.2459, -1.4135, 2.8065)
H (1.1546, -1.9362, 1.9001)
H (-0.3874, -3.7939, 2.2566)
H (-0.1864, -3.4753, 0.5489)
H (-2.5074, -3.9690, 1.0101)
H (-2.3932, -2.3023, 0.4843)
H (-2.6480, -3.2400, 3.3932)
H (-3.9380, -2.5399, 2.4064)
H (-2.5618, -1.5445, 2.8826)

Values from the calculation:
**Total charge**: 0
**Frontier orbital gap**: 10.8629 eV
**Energy above the lowest of the compared OMol25 structures with the same formula, charge and spin**: 2.559 eV
**Largest force on an atom**: 0.09184 Eh/bohr
**Highest occupied orbital energy**: -10.43 eV

Results of the Mulliken charge analysis, in e, for atoms 1 through 5:
1. O -0.519
2. C 0.520
3. O -0.343
4. C -0.410
5. C -0.486



(6)
Molecular formula: C10H20OSi
Method: DFT, wB97M-V/def2-TZVPD

Element x y z (Å)
C (3.0636, -1.2706, 0.2026)
C (2.1456, -0.3314, -0.0045)
C (4.4359, -0.6367, -0.1600)
C (4.0842, 0.8245, -0.6717)
C (-0.6094, 2.1973, -0.9871)
C (-0.9670, 2.4960, 1.3257)
C (-3.3179, -1.5969, -0.8751)
C (-1.9950, -2.7559, 0.7576)
C (-1.4985, 1.8069, 0.1378)
C (-1.9321, -1.5705, -0.3267)
O (2.6640, 0.8540, -0.5116)
Si (-1.5898, 0.0108, 0.5599)
H (2.9294, -2.3361, 0.5686)
H (5.0987, -0.6272, 0.7850)
H (4.8725, -1.3565, -0.9203)
H (4.5996, 1.5696, -0.0226)
H (4.3739, 0.8778, -1.6691)
H (-0.5601, 3.3464, -1.0819)
H (0.4855, 1.7440, -0.9834)
H (-0.9743, 1.7659, -1.8779)
H (-0.7374, 3.5207, 1.3083)
H (-0.0158, 2.1464, 1.5773)
H (-1.5367, 2.3363, 2.2605)
H (-3.6281, -2.5584, -1.3373)
H (-4.0822, -1.5737, -0.1360)
H (-3.4926, -0.7241, -1.6357)
H (-2.8492, -2.5268, 1.2431)
H (-1.1409, -2.8787, 1.4371)
H (-2.1444, -3.6409, 0.2150)
H (-2.4084, 2.3093, -0.0990)
H (-1.2606, -1.8498, -1.1099)
H (-2.0127, 0.4280, 2.0312)

Values from the calculation:
**Total charge**: 0
**Frontier orbital gap (spin up / spin down)**: 5.7102 / 7.8120 eV
**Energy above the lowest of the compared OMol25 structures with the same formula, charge and spin**: 9.206 eV
**Largest force on an atom**: 0.07780 Eh/bohr
**Highest occupied orbital energy (spin up / spin down)**: -6.66 / -7.97 eV

Results of the Mulliken charge analysis, in e, for atoms 1 through 5:
1. C -0.318
2. C -0.098
3. C -0.399
4. C -0.470
5. C -1.108



(7)
Molecular formula: C10H21B2F4N6O4Pd
Method: DFT, wB97M-V/def2-TZVPD

Element x y z (Å)
Pd (-0.2048, -0.2016, 0.4380)
C (1.5430, -4.0289, 0.1398)
C (1.1820, -2.5995, 0.3459)
N (-0.0180, -2.1451, 0.2495)
O (-1.0354, -2.9158, -0.1067)
B (-2.4134, -2.3282, 0.2279)
F (-3.3224, -3.2684, -0.0980)
F (-2.4088, -1.9620, 1.5770)
O (-2.7434, -1.0931, -0.6124)
N (-1.9903, -0.0316, -0.3531)
C (-2.3183, 1.1500, -0.7415)
C (-3.5898, 1.4589, -1.4493)
C (-1.2732, 2.1891, -0.4616)
N (-0.2584, 1.7505, 0.1981)
O (0.8054, 2.5413, 0.4125)
B (1.8678, 2.0176, 1.3218)
F (2.8625, 2.9318, 1.3499)
F (1.2656, 1.8767, 2.6441)
O (2.5104, 0.6997, 0.9857)
N (1.7105, -0.3687, 0.8298)
C (2.2040, -1.5439, 0.6408)
C (3.6617, -1.8435, 0.6464)
C (-1.3621, 3.5913, -0.9541)
H (0.6429, -4.6369, 0.1379)
H (2.2155, -4.3714, 0.9264)
H (2.0507, -4.1607, -0.8180)
H (-4.2892, 0.6366, -1.3272)
H (-3.4041, 1.5927, -2.5177)
H (-4.0312, 2.3783, -1.0651)
H (4.2343, -0.9261, 0.7386)
H (3.9416, -2.3532, -0.2766)
H (3.9112, -2.5089, 1.4754)
H (-2.0756, 3.6807, -1.7684)
H (-0.3775, 3.9186, -1.2842)
H (-1.6677, 4.2592, -0.1455)
N (1.1623, 0.9777, 5.2850)
C (0.0756, -0.0820, 5.2912)
C (-0.1725, -0.5611, 3.8617)
N (-1.0145, 0.2972, 3.0480)
H (1.0599, 1.6500, 6.0435)
H (1.1817, 1.4815, 4.3754)
H (2.0828, 0.5474, 5.3751)
H (-0.8207, 0.3674, 5.7119)
H (0.4080, -0.8852, 5.9459)
H (-0.6277, -1.5499, 3.8887)
H (0.8027, -0.6745, 3.3754)
H (-0.8294, 1.2847, 3.1594)
H (-1.9965, 0.1039, 3.2007)

Values from the calculation:
**Total charge**: +1
**Frontier orbital gap**: 8.5743 eV
**Largest force on an atom**: 0.00664 Eh/bohr
**Highest occupied orbital energy**: -11.99 eV

Results of the Mulliken charge analysis, in e, for atoms 1 through 5:
1. Pd 0.735
2. C -1.578
3. C 0.492
4. N 0.197
5. O -0.458



(8)
Molecular formula: C10H21Cl8NO
Method: DFT, wB97M-V/def2-TZVPD

Element x y z (Å)
Cl (3.0144, -0.5331, -1.0189)
C (1.2451, -0.3867, -0.7954)
C (0.5889, -1.3418, -1.9175)
Cl (-1.2132, -0.9406, -2.0230)
H (1.0800, 0.6186, -1.1829)
H (0.9498, -0.6256, 0.2263)
H (0.6122, -2.4190, -1.7527)
H (0.9897, -1.0869, -2.8985)
Cl (-7.1089, 0.7931, -0.7950)
C (-5.4730, 0.9096, -1.4923)
C (-4.9828, -0.4156, -2.0168)
Cl (-4.9293, -1.6438, -0.7237)
H (-4.7035, 1.2987, -0.8256)
H (-5.6071, 1.6038, -2.3219)
H (-4.0009, -0.3833, -2.4890)
H (-5.5779, -0.9570, -2.7522)
Cl (6.4382, 0.9583, -2.8598)
C (6.0934, 2.6711, -2.2935)
C (4.7051, 2.7643, -1.6077)
Cl (4.6066, 4.2767, -0.6234)
H (6.2615, 3.2634, -3.1930)
H (6.8895, 2.8840, -1.5801)
H (4.4103, 1.8906, -1.0264)
H (3.8615, 2.9049, -2.2835)
Cl (0.2519, -3.1747, 1.5508)
C (0.8623, -3.4332, 3.2120)
C (1.0878, -4.8287, 3.7551)
Cl (-0.2248, -5.9546, 3.5601)
H (0.1256, -3.0029, 3.8905)
H (1.7822, -2.8705, 3.3713)
H (1.2760, -4.7276, 4.8239)
H (1.9406, -5.3529, 3.3239)
O (-2.7494, 3.2389, 2.0454)
C (-1.9955, 2.3188, 1.7669)
N (-1.5633, 1.5061, 2.6703)
C (-1.5835, 2.0490, 0.3644)
H (-1.0285, 0.7967, 2.1899)
H (-1.8510, 1.5806, 3.6356)
H (-1.3661, 0.9811, 0.3463)
H (-0.6723, 2.5400, 0.0227)
H (-2.4418, 2.2300, -0.2827)

Values from the calculation:
**Total charge**: -1
**Frontier orbital gap (spin up / spin down)**: 2.0422 / 9.2835 eV
**Multiplicity**: 2
**Largest force on an atom**: 0.07239 Eh/bohr
**Highest occupied orbital energy (spin up / spin down)**: 0.47 / -6.81 eV

Results of the Mulliken charge analysis, in e, for atoms 1 through 5:
1. Cl -0.079
2. C -0.389
3. C -0.870
4. Cl -0.059
5. H 0.250